No. 1
Entry from the Open Molecules 2025 dataset: a cluster of 9 separate species, C10H38O14 in total (ωB97M-V with the def2-TZVPD basis set).

```
62
C10H38O14 (ωB97M-V with the def2-TZVPD basis set)
H 3.43600 -22.78200 8.75200
C -5.17500 -25.18700 6.83100
H 0.98800 -21.21200 10.31500
H 2.84300 -20.76500 9.60800
O -3.74900 -20.55700 13.72500
C -0.04800 -24.42000 11.50500
H -6.07100 -21.76200 12.53700
C 3.67700 -23.52600 10.72400
H -1.92000 -25.23100 9.82800
H -2.87500 -20.44800 13.86700
C 2.27600 -20.50800 13.89900
H 0.42700 -24.24700 10.51800
C -5.37900 -22.30800 13.22500
O -0.89800 -21.19700 13.12500
C -4.81100 -23.67500 6.63800
O 1.79300 -20.79700 12.62600
H 3.22000 -25.24200 9.92900
O 0.02600 -21.09200 10.31100
O -2.96200 -21.88800 8.93100
H -6.52000 -22.91400 5.90000
H -5.34700 -24.18800 13.59000
H 1.90700 -23.02300 9.67300
O 0.59300 -23.65500 12.47600
H 4.47200 -22.85100 11.07600
H -1.83400 -23.47100 8.50300
C 2.97900 -22.74300 9.70100
H -1.17300 -24.46400 7.69700
H 1.92600 -19.58500 14.31000
O -5.65400 -23.09500 5.58700
C 2.14100 -21.73500 14.79600
H 2.28800 -23.10700 13.49500
H -5.82400 -22.19000 14.18600
H -5.09000 -23.10300 7.48000
H -3.45900 -21.97900 12.22200
H 3.39400 -20.24800 13.61500
C -3.89500 -21.82800 13.18100
H 2.54400 -21.46000 15.75600
H -4.85800 -25.83400 5.99400
H 2.94500 -23.83700 11.45500
O -2.32200 -25.06600 10.67300
H -3.61300 -22.32700 9.50300
O -5.46200 -23.63000 12.84700
H -6.17700 -25.47000 7.13600
H -0.33400 -21.77900 9.70000
H -1.91300 -23.10500 11.12700
H -1.97500 -24.08000 12.56300
H -1.03000 -21.07200 12.15700
H -3.39000 -22.50800 13.76600
O -4.48000 -25.57500 7.98600
H 2.54500 -21.20900 12.15500
H -3.73100 -23.63200 6.44400
H 0.14800 -22.80400 12.68700
H 0.16300 -25.45000 11.87900
O -0.95100 -23.83400 8.39400
O 2.93500 -21.44100 10.28800
O 4.00400 -24.84100 10.28000
O 2.94600 -22.70900 14.07900
C -1.59500 -24.16100 11.50800
H -0.05800 -20.82200 13.20700
H -4.35700 -24.80100 8.57000
H 1.07800 -22.17900 14.92600
H -3.39000 -21.48600 8.15500
```

## Properties
LUMO level	0.001	Eh
relative energy (zero: lowest compared OMol25 entry of this formula, charge and spin)	71.33	kcal/mol
SMILES	OCCO.OCCO.OCCO.OCCO.OCCO.O.O.O.O
HOMO	-0.366	hartree
strongest force on any atom	0.093	hartree/bohr
orbital gap	10.0	eV
2S+1	1

No. 2
Entry from the Open Molecules 2025 dataset: the ion C7H11N2O with charge +1 (ωB97M-V with the def2-TZVPD basis set).

```
21
C7H11N2O (ωB97M-V with the def2-TZVPD basis set)
H -0.63815 2.83437 -0.55369
C -1.02586 1.97833 -0.03581
N 0.82764 -2.59950 -0.10380
C 2.33686 -0.73178 0.05046
C 1.02506 -1.21383 -0.00928
H -2.97045 -1.01887 0.88034
H -1.33453 2.13593 1.00916
C 0.07007 1.00755 0.08141
H -1.92354 1.79095 -0.61794
C -0.11665 -0.37651 0.08559
H -0.08859 -3.05533 0.01383
H 1.44124 2.43862 0.00195
H 3.31003 -1.18856 -0.16621
H 3.38067 1.11344 0.34177
O -1.25291 -1.04471 -0.07697
H -3.07373 -0.89915 -0.86841
N 1.33897 1.43131 0.14995
C -2.61825 -0.54103 0.02760
C 2.47782 0.63289 0.17787
H 1.48033 -3.21946 -0.57477
H -2.64602 0.52533 0.18694
```

## Properties
LUMO level	-0.131	Eh
relative energy (zero: lowest compared OMol25 entry of this formula, charge and spin)	10.26	kcal/mol
SMILES	COc1c(C)[nH]ccc1=[NH2+]
HOMO	-0.460	hartree
strongest force on any atom	0.070	hartree/bohr
orbital gap	9.0	eV
2S+1	1
net charge	+1

> Look up the orbital gap of the first one.

10.0 eV